# 1
{"formula": "F2O5S2", "method": "ωB97M-V with the def2-TZVPD basis set", "homo_lumo_gap_ha": 0.4700, "multiplicity": 1, "fmax_ev_per_a": 7.1, "de_lowest_kj_mol": 0.1, "e_tot_ev": -37340.7331, "homo_ev": -12.879, "elements": ["O", "O", "O", "O", "O", "F", "F", "S", "S"], "positions_angstrom": [[-1.72797, 1.44288, -0.17254], [-2.26640, -0.73049, 0.86184], [-0.08519, -0.02192, 0.79371], [2.18580, 0.79284, 0.80374], [1.75782, -1.37190, -0.07523], [-1.01869, -0.71740, -1.22643], [1.17961, 0.61946, -1.36431], [-1.42210, 0.04610, 0.12619], [1.37425, -0.06401, 0.06506]], "forces_ev_per_a": [[0.8314, -3.2530, 0.0435], [-2.4915, -2.4710, 1.6818], [3.7853, -0.0731, 0.6887], [0.0603, 1.3182, 0.5813], [-0.1884, -3.1547, -1.1203], [-0.7486, 0.6764, 1.1362], [-0.5266, -0.9073, 1.7597], [-2.0377, 5.1268, -4.4786], [1.3158, 2.7377, -0.2924]]}

# 2
{"formula": "C4H6N2S", "method": "ωB97M-V with the def2-TZVPD basis set", "homo_lumo_gap_ha": [0.2746, 0.2750], "multiplicity": 1, "fmax_ev_per_a": 2.7, "de_lowest_kj_mol": 619.9, "e_tot_ev": -18054.5487, "homo_ev": [-7.421, -7.429], "elements": ["C", "C", "C", "C", "N", "N", "S", "H", "H", "H", "H", "H", "H"], "positions_angstrom": [[1.85879, -1.20513, 0.57895], [1.42315, -1.59325, -0.56472], [-0.30204, -0.09649, 0.30881], [-0.16160, 0.76182, -0.89702], [0.40115, -1.25141, 0.52915], [-2.24104, 1.52376, 0.89484], [-1.61734, 0.04972, 1.30246], [2.53221, -0.92109, 1.31042], [1.48787, -1.71896, -1.66748], [-0.69055, 1.64649, -0.53522], [-0.64000, 0.32505, -1.77937], [0.84945, 0.89997, -1.14915], [-2.90006, 1.57951, 1.66833]], "forces_ev_per_a": [[-0.8391, -0.4570, -1.8047], [0.5180, 0.5608, -0.2727], [-1.5065, -0.0060, -0.0539], [-1.2047, -0.0775, 1.1676], [0.1539, -2.0168, -0.2455], [0.1451, -2.1570, 1.0138], [0.7915, 2.2389, -1.2813], [1.2382, 0.3917, 1.0545], [-0.1522, -0.1783, 1.3734], [0.2438, 0.5142, -0.9324], [-0.3134, 0.0460, 0.2188], [1.3899, 0.5385, -0.1822], [-0.4646, 0.6024, -0.0553]]}